Entry 1:
The following is a quantum chemistry calculation of a molecular structure, C26H25BN8PPd, from the Open Molecules 2025 dataset.

Atoms and positions in Å:
Pd (-1.109566, 0.009983, -0.392709)
C (0.605546, 2.683503, 2.556194)
C (0.175579, 3.300894, 1.368199)
N (-1.005521, 2.847911, 0.981268)
N (-1.363726, 1.917828, 1.888551)
C (-0.428238, 1.824252, 2.856436)
B (-2.776675, 1.241964, 1.859503)
N (-2.715227, -0.336693, 1.868533)
C (-2.102787, -1.122281, 2.779923)
C (-2.603889, -2.399515, 2.675558)
C (-3.567165, -2.286594, 1.656866)
N (-3.640745, -1.053321, 1.185772)
N (-3.495219, 1.654315, 0.575803)
C (-4.565816, 2.446205, 0.434211)
C (-4.834567, 2.579892, -0.912254)
C (-3.839438, 1.803451, -1.528054)
N (-3.041461, 1.245551, -0.634342)
H (1.517742, 2.842243, 3.107169)
H (0.674558, 4.054163, 0.776207)
H (-0.562266, 1.165832, 3.698332)
H (-3.378675, 1.606362, 2.849577)
H (-1.349751, -0.723185, 3.436870)
H (-2.306162, -3.272970, 3.231175)
H (-4.204728, -3.052190, 1.238889)
H (-5.051626, 2.855884, 1.304200)
H (-5.622049, 3.148363, -1.376254)
H (-3.673768, 1.615631, -2.577961)
N (1.600443, -1.689537, -0.095480)
P (1.135919, -0.033260, -0.486028)
C (1.636726, -0.050927, -2.280955)
C (2.932570, -0.339083, -2.709436)
C (3.235454, -0.432907, -4.058538)
C (2.237051, -0.239521, -5.008511)
C (0.945296, 0.046942, -4.596155)
C (0.650277, 0.139029, -3.240023)
C (2.670850, 0.766140, 0.178801)
C (3.112477, 1.959073, -0.395801)
C (4.121797, 2.705968, 0.188957)
C (4.710151, 2.286599, 1.376550)
C (4.271015, 1.114039, 1.970474)
C (3.256181, 0.370685, 1.379683)
C (0.632302, -2.658348, -0.168471)
C (0.768371, -3.908035, 0.457419)
C (-0.245343, -4.825936, 0.311527)
C (-1.377258, -4.491097, -0.430619)
C (-1.424558, -3.233037, -0.995454)
N (-0.443931, -2.330004, -0.887477)
H (2.397203, -1.889191, 0.484396)
H (3.717787, -0.491418, -1.976691)
H (4.247720, -0.660590, -4.371488)
H (2.467599, -0.317362, -6.064520)
H (0.159507, 0.197128, -5.326884)
H (-0.356739, 0.353090, -2.895046)
H (2.653127, 2.312479, -1.312123)
H (4.449505, 3.623759, -0.284521)
H (5.490425, 2.877244, 1.840412)
H (4.705954, 0.778881, 2.904477)
H (2.900148, -0.514090, 1.896325)
H (1.653293, -4.128441, 1.041676)
H (-0.166400, -5.797072, 0.785971)
H (-2.197379, -5.183007, -0.562111)
H (-2.281889, -2.915697, -1.577988)

Force components x, y, z for each atom (eV/Å):
0.7 0.4 -0.3
-0.1 0.0 0.0
0.1 0.0 0.0
-0.1 -0.1 0.1
-0.1 0.1 0.2
0.0 -0.2 0.0
0.1 -0.1 0.0
-0.2 0.1 0.2
0.2 0.1 -0.1
0.0 0.0 -0.1
0.0 -0.1 0.0
0.0 0.1 0.1
0.2 -0.1 -0.2
0.0 0.0 0.0
0.0 0.0 0.0
0.0 -0.1 -0.2
0.0 0.1 0.6
0.0 0.0 0.0
0.0 0.0 0.0
0.0 0.0 0.0
-0.2 0.0 -0.2
0.0 0.0 0.0
0.0 0.0 0.0
0.0 0.0 0.0
0.0 0.0 0.0
0.0 0.0 0.0
0.0 0.0 0.0
0.0 0.2 0.1
-0.4 -0.2 -0.4
0.1 0.0 0.1
0.0 0.0 0.0
0.0 0.0 0.0
0.0 0.0 0.0
0.0 0.0 0.0
0.0 0.1 0.0
-0.3 0.0 0.3
0.0 0.0 -0.1
0.0 0.0 0.0
0.0 0.0 0.0
0.0 0.0 0.0
0.1 0.0 0.0
0.1 0.1 0.0
0.0 0.0 0.0
-0.1 0.0 0.0
0.0 0.0 0.0
0.0 0.1 0.0
-0.3 -0.4 0.0
0.1 0.0 -0.1
0.0 0.0 0.0
0.0 0.0 0.0
0.0 0.0 0.0
0.0 0.0 0.0
0.0 0.0 0.0
0.0 0.0 0.0
0.0 0.0 0.0
0.0 0.0 0.0
0.0 0.0 0.0
0.0 0.0 0.0
0.0 0.0 0.0
0.0 0.0 0.0
0.0 0.0 0.0
0.0 0.0 0.0

Molecular weight, g/mol: 597.75
Multiplicity: 1
Net charge: -1
Frontier orbital gap, Ha: 0.2174
DFT total energy, a.u.: -1938.0483

Entry 2:
The following is a quantum chemistry calculation of a molecular structure, C18H14FeNaO3 in a non-equilibrium geometry, from the Open Molecules 2025 dataset.

Atoms and positions in Å:
O (-4.362161, -3.516198, -2.823796)
C (-3.571327, -2.675752, -2.664291)
Fe (-2.108356, -1.717728, -2.866719)
C (-1.116169, -3.153684, -2.788664)
O (-0.735253, -4.242191, -2.978484)
C (-2.088946, -1.655429, -4.636996)
O (-2.220099, -1.992245, -5.741709)
C (-0.258344, -1.187909, 0.963878)
C (-1.705277, -0.990821, 0.492159)
C (-1.932713, -0.683970, -0.994700)
C (-0.818930, -0.310300, -1.787314)
C (0.497063, -0.594433, -1.286305)
C (0.698263, -1.171148, -0.033169)
H (-0.158115, -1.769425, 1.881250)
H (-2.305518, -1.873841, 0.773804)
H (-2.182387, -0.177671, 1.078512)
H (-2.959071, -0.284278, -1.215815)
H (-0.919929, 0.407825, -2.641291)
H (1.357934, -0.404581, -1.930909)
H (1.689941, -1.581858, 0.176946)
C (3.486110, 0.889709, 1.564366)
Na (-1.100845, 1.791280, -0.225869)
C (3.003755, -0.345269, 2.086050)
C (1.619634, -0.190550, 2.407864)
C (1.258285, 1.174008, 2.177353)
C (2.402086, 1.841715, 1.574272)
C (2.245215, 3.145636, 1.112582)
C (1.017252, 3.790689, 1.250471)
C (-0.076782, 3.162678, 1.870811)
C (0.021020, 1.833869, 2.301343)
H (4.478961, 1.109693, 1.192243)
H (3.589111, -1.258654, 2.203485)
H (1.037861, -0.860730, 3.056335)
H (3.106887, 3.637815, 0.651134)
H (0.915488, 4.827573, 0.937415)
H (-1.004600, 3.722528, 2.051939)
H (-0.800044, 1.303645, 2.811821)

Force components x, y, z for each atom (eV/Å):
1.9 2.6 0.9
-2.7 -3.8 -0.9
0.7 3.0 3.2
0.6 -4.8 -1.8
-0.5 3.7 1.2
0.0 -2.0 -4.0
0.4 1.4 2.7
-0.9 -1.4 -0.8
-0.2 0.2 0.3
-0.7 0.2 -0.3
-0.6 1.1 -1.2
0.5 -0.5 0.3
1.2 -0.2 -1.0
0.0 0.2 -0.6
0.4 0.2 0.1
0.0 -0.1 0.0
0.9 0.0 0.3
0.2 -0.5 0.8
-0.3 -0.3 0.2
-0.3 0.5 0.0
-0.8 -1.6 0.3
0.4 0.1 0.2
0.3 1.5 -0.9
-0.1 -0.5 1.3
-0.2 1.0 -0.9
-1.5 -0.5 0.5
0.5 0.0 -0.1
0.0 0.2 0.1
-0.4 -0.1 0.0
0.5 -0.4 0.4
0.0 -0.2 0.2
-0.2 0.4 0.0
0.7 0.5 -0.2
-0.4 0.0 0.1
0.0 -0.2 0.0
0.4 -0.2 -0.1
0.3 0.5 -0.3

Molecular weight, g/mol: 357.14
Multiplicity: 1
Net charge: +1
Frontier orbital gap, Ha: 0.1649
DFT total energy, a.u.: -2345.6367

Which of these has the highest net charge?
C18H14FeNaO3

What is the DFT total energy in the first record?
-1938.0483 a.u.